C28H20Cl5I2N6OS2Tc as an isolated structure in a non-equilibrium geometry. Source: OMol25; level of theory: ωB97M-V/def2-TZVPD.

```
65
Properties=species:S:1:pos:R:3:nbo_charge:R:1
Tc -0.24 0.30 -0.53 1.30
S -2.88 2.85 0.23 -0.13
C -3.01 1.23 -0.36 -0.06
N -2.20 0.23 -0.51 -0.60
C -2.92 -0.98 -1.08 0.06
C -2.35 -2.11 -1.69 -0.19
C -3.30 -3.02 -2.33 -0.22
C -4.67 -2.69 -2.44 -0.18
C -5.23 -1.60 -1.81 -0.21
C -4.30 -0.78 -1.17 -0.20
S -4.73 0.74 -0.41 0.42
H -1.28 -2.30 -1.58 0.24
H -2.96 -3.94 -2.84 0.23
H -5.29 -3.47 -2.89 0.23
H -6.25 -1.33 -1.97 0.24
I 1.33 -4.86 -1.60 0.21
C 2.33 -3.05 -1.18 -0.22
C 3.75 -3.09 -1.33 -0.25
C 4.51 -1.97 -1.34 -0.11
I 6.60 -2.20 -1.73 0.19
C 3.90 -0.71 -1.22 -0.15
C 4.62 0.48 -1.20 -0.07
C 4.08 1.72 -1.09 -0.26
C 2.68 1.73 -0.90 0.12
N 1.91 0.62 -0.87 -0.50
C 2.51 -0.64 -1.06 0.14
C 1.69 -1.84 -1.02 0.33
O 0.45 -1.61 -0.70 -0.72
H 4.23 -4.07 -1.59 0.26
H 5.69 0.28 -1.10 0.24
H 4.60 2.68 -1.03 0.26
H 2.14 2.64 -0.57 0.23
Cl 0.33 4.03 0.94 0.03
C -0.04 3.63 -0.75 -0.04
C -0.19 2.35 -1.17 -0.29
C -0.32 2.22 -2.56 0.02
Cl -0.47 0.53 -3.05 0.18
C -0.49 3.23 -3.50 -0.11
Cl -0.89 2.83 -5.16 0.08
C -0.38 4.54 -3.02 -0.06
Cl -0.49 5.93 -4.04 0.10
C -0.10 4.75 -1.62 -0.07
Cl 0.02 6.38 -1.11 0.11
C -1.02 -1.30 1.84 -0.09
N -0.91 -1.62 3.29 -0.44
C -1.42 -0.50 4.03 -0.07
N -0.60 0.74 3.80 -0.44
C -0.70 1.04 2.39 -0.11
N -0.18 -0.04 1.53 -0.44
C 1.27 -0.43 1.97 -0.04
N 1.25 -0.65 3.40 -0.45
C 0.45 -1.85 3.68 -0.08
C 0.77 0.48 4.17 -0.08
H -2.04 -1.14 1.47 0.24
H -0.50 -2.11 1.25 0.24
H -1.42 -0.73 5.09 0.22
H -2.38 -0.29 3.68 0.20
H -0.25 2.00 2.08 0.24
H -1.79 1.12 2.15 0.23
H 1.83 0.39 1.68 0.20
H 1.42 -1.33 1.45 0.21
H 0.49 -2.16 4.71 0.22
H 0.86 -2.70 3.09 0.20
H 1.51 1.28 4.03 0.21
H 0.95 0.16 5.19 0.22
```

Summary:
Maximum force, Eh/bohr: 0.1017
ΔE to the lowest compared entry with this formula, charge and spin, kJ/mol: 329.6
Orbital gap (spin up / spin down), eV: 6.920 / 5.260
Energy, eV: -143023.2163
2S+1: 4
Charge: +1
Highest occupied orbital energy (spin up / spin down), eV: -10.65 / -10.47

***

C28H20Cl5PRuS as an isolated structure in a non-equilibrium geometry. Source: OMol25; level of theory: ωB97M-V/def2-TZVPD.

```
56
Properties=species:S:1:pos:R:3:nbo_charge:R:1
Ru -0.18 0.12 0.39 0.37
C -2.65 -2.14 2.21 -0.65
C -3.51 -1.00 2.70 0.03
C -4.33 -1.17 3.80 -0.20
C -5.13 -0.14 4.28 -0.17
C -5.11 1.10 3.66 -0.23
C -4.30 1.30 2.56 -0.12
C -3.51 0.26 2.07 -0.43
P -2.48 0.54 0.62 1.16
C -2.33 2.32 0.32 -0.32
C -1.35 2.94 1.10 -0.22
C -1.04 4.28 0.94 -0.20
C -1.72 5.01 -0.02 -0.16
C -2.72 4.40 -0.78 -0.20
C -3.05 3.06 -0.63 0.00
C -4.17 2.50 -1.47 -0.64
C -3.23 -0.36 -0.75 -0.37
C -4.55 -0.77 -0.77 -0.17
C -4.99 -1.61 -1.79 -0.20
C -4.10 -2.05 -2.76 -0.17
C -2.77 -1.66 -2.73 -0.18
C -2.32 -0.80 -1.72 -0.07
C -0.92 -0.41 -1.65 -0.46
H -2.80 -3.02 2.83 0.24
H -1.59 -1.87 2.24 0.23
H -2.89 -2.41 1.18 0.23
H -4.35 -2.13 4.30 0.22
H -5.75 -0.30 5.15 0.23
H -5.73 1.91 4.04 0.23
H -4.28 2.27 2.07 0.21
H -0.84 2.37 1.88 0.23
H -0.28 4.74 1.56 0.23
H -1.50 6.06 -0.17 0.23
H -3.26 4.99 -1.50 0.23
H -4.68 3.30 -2.00 0.23
H -4.91 1.98 -0.85 0.22
H -3.81 1.78 -2.21 0.23
H -5.23 -0.46 0.01 0.23
H -6.02 -1.93 -1.81 0.23
H -4.44 -2.71 -3.54 0.23
H -2.08 -2.01 -3.48 0.23
H -0.66 0.67 -1.53 0.21
H -0.23 -0.92 -2.32 0.24
Cl -0.12 1.09 4.32 0.09
C 1.14 0.91 3.17 -0.08
C 0.89 0.17 2.02 -0.12
C 1.95 -0.06 1.10 -0.14
Cl 1.31 -2.66 0.21 0.18
C 3.15 0.69 1.15 -0.27
Cl 5.80 -0.49 0.90 -0.12
C 3.35 1.48 2.26 -0.02
Cl 4.81 2.35 2.43 0.12
C 2.35 1.59 3.28 -0.08
Cl 2.61 2.63 4.60 0.11
S 4.33 0.46 -0.13 0.35
C 1.51 -0.98 0.04 0.01
```

Summary:
Maximum force, Eh/bohr: 0.0497
ΔE to the lowest compared entry with this formula, charge and spin, kJ/mol: 306.2
Orbital gap (spin up / spin down), eV: 5.196 / 5.157
Energy, eV: -114667.4099
2S+1: 2
Charge: +1
Highest occupied orbital energy (spin up / spin down), eV: -10.51 / -10.70

***

C28H20N4O4Ru as an isolated structure. Source: OMol25; level of theory: ωB97M-V/def2-TZVPD.

```
57
Properties=species:S:1:pos:R:3:nbo_charge:R:1
Ru 0.03 0.00 0.07 1.26
O -0.93 0.83 1.62 -0.66
C -0.36 1.89 2.18 0.34
C -0.36 1.99 3.57 -0.24
C 0.09 3.11 4.23 -0.24
C 0.58 4.21 3.50 -0.26
C 0.63 4.15 2.14 -0.18
C 0.22 2.98 1.40 -0.17
C 0.43 2.96 0.05 0.00
N 0.26 1.80 -0.74 -0.26
N 0.85 1.85 -1.94 -0.33
C 1.02 0.64 -2.43 0.50
O 0.83 -0.45 -1.75 -0.62
C 1.44 0.50 -3.85 -0.02
C 2.20 1.48 -4.47 -0.21
C 2.58 1.33 -5.80 -0.22
C 2.20 0.20 -6.51 -0.22
C 1.44 -0.78 -5.89 -0.22
C 1.06 -0.64 -4.56 -0.21
H -0.76 1.14 4.12 0.21
H 0.06 3.15 5.31 0.20
H 0.92 5.10 4.01 0.20
H 1.03 4.98 1.57 0.19
H 0.86 3.81 -0.46 0.19
H 2.48 2.37 -3.91 0.23
H 3.18 2.09 -6.28 0.20
H 2.51 0.08 -7.54 0.20
H 1.14 -1.67 -6.44 0.21
H 0.48 -1.40 -4.06 0.24
O -1.71 -0.68 -0.65 -0.65
C -2.10 -1.93 -0.68 0.44
C -3.21 -2.23 -1.50 -0.30
C -3.76 -3.49 -1.56 -0.23
C -3.21 -4.53 -0.80 -0.25
C -2.14 -4.30 0.01 -0.20
C -1.52 -3.00 0.12 -0.16
C -0.45 -2.87 0.98 -0.03
N 0.30 -1.70 1.07 -0.23
N 1.28 -1.67 1.94 -0.31
C 2.00 -0.56 1.83 0.52
O 1.89 0.25 0.80 -0.65
C 2.96 -0.22 2.88 -0.13
C 3.72 0.95 2.78 -0.17
C 4.61 1.30 3.78 -0.22
C 4.76 0.49 4.90 -0.22
C 4.01 -0.67 5.01 -0.25
C 3.11 -1.03 4.02 -0.12
H -3.62 -1.40 -2.07 0.21
H -4.62 -3.67 -2.20 0.20
H -3.63 -5.53 -0.85 0.20
H -1.71 -5.11 0.59 0.20
H -0.14 -3.70 1.59 0.19
H 3.57 1.58 1.91 0.24
H 5.18 2.21 3.69 0.21
H 5.45 0.77 5.68 0.20
H 4.11 -1.30 5.89 0.20
H 2.51 -1.92 4.10 0.22
```

Summary:
Maximum force, Eh/bohr: 0.0113
Orbital gap (spin up / spin down), eV: 5.530 / 5.955
Energy, eV: -46091.7930
2S+1: 6
Charge: -1
Highest occupied orbital energy (spin up / spin down), eV: -2.58 / -5.10

***

C28H20NO2PSSn as an isolated structure. Source: OMol25; level of theory: ωB97M-V/def2-TZVPD.

```
54
Properties=species:S:1:pos:R:3:nbo_charge:R:1
Sn 0.39 -1.17 -0.34 1.06
O 2.85 -1.50 -2.61 -0.62
C 2.55 -0.42 -2.13 0.77
O 2.32 -0.15 -0.88 -0.84
C 2.34 0.76 -3.05 -0.10
C 3.24 1.01 -4.08 -0.18
C 3.05 2.08 -4.94 -0.19
C 1.93 2.89 -4.80 -0.23
C 1.01 2.64 -3.79 -0.13
C 1.22 1.58 -2.91 -0.37
P 0.03 1.28 -1.55 0.98
C -1.60 1.64 -2.27 -0.39
C -2.21 2.89 -2.27 -0.14
C -3.44 3.07 -2.88 -0.23
C -4.07 2.01 -3.52 -0.20
C -3.46 0.76 -3.54 -0.21
C -2.24 0.58 -2.92 -0.19
C 0.36 2.63 -0.38 -0.39
C 1.62 3.21 -0.33 -0.12
C 1.90 4.18 0.63 -0.23
C 0.92 4.57 1.53 -0.20
C -0.33 3.98 1.49 -0.20
C -0.61 3.01 0.54 -0.20
H 4.09 0.35 -4.19 0.23
H 3.76 2.27 -5.73 0.22
H 1.77 3.72 -5.48 0.22
H 0.14 3.27 -3.70 0.21
H -1.73 3.73 -1.77 0.22
H -3.91 4.05 -2.87 0.22
H -5.02 2.16 -4.01 0.22
H -3.93 -0.07 -4.04 0.22
H -1.76 -0.40 -2.94 0.22
H 2.39 2.91 -1.02 0.22
H 2.88 4.63 0.66 0.22
H 1.14 5.33 2.27 0.21
H -1.10 4.26 2.20 0.22
H -1.59 2.54 0.53 0.22
S -0.61 1.04 3.63 0.42
C 1.08 1.15 3.40 -0.40
C 1.48 0.54 2.25 -0.26
C 0.40 -0.03 1.51 -0.43
C -0.79 0.18 2.16 -0.31
C -2.09 -0.27 1.63 0.21
C -3.28 -0.22 2.35 -0.24
C -4.43 -0.71 1.77 -0.14
C -4.37 -1.25 0.49 -0.27
C -3.15 -1.26 -0.16 0.07
N -2.04 -0.76 0.39 -0.49
H 1.69 1.66 4.13 0.24
H 2.51 0.52 1.92 0.24
H -3.29 0.19 3.35 0.23
H -5.36 -0.68 2.31 0.22
H -5.25 -1.66 0.01 0.23
H -3.05 -1.66 -1.15 0.20
```

Summary:
Maximum force, Eh/bohr: 0.0092
Orbital gap, eV: 7.849
Energy, eV: -60902.4231
Charge: 0
Highest occupied orbital energy, eV: -7.82